# 1
# C11H21Cl3IO4P2Yb

A molecular structure, C11H21Cl3IO4P2Yb (the ωB97M-V functional and the def2-TZVPD basis, the Open Molecules 2025 dataset).

Values from the calculation:
E_tot (Ha): -4251.788954
F_max (eV/Å): 4.26
HOMO (alpha / beta) (Ha): -0.569 / -0.569
Energy above the lowest of the compared OMol25 structures with the same formula, charge and spin (kJ/mol): 181.4
Multiplicity: 2
Total charge: +2
Frontier orbital gap (alpha / beta) (eV): 7.16 / 6.03
<S²>: 0.751

Geometry as XYZ:
```
43
Properties=species:S:1:pos:R:3:forces:R:3
C 0.056597 0.206943 -7.094655 0.00 -0.25 0.21
C 0.063220 0.919126 -5.752065 0.05 4.16 -0.92
H 0.060695 0.983451 -7.883361 0.00 -0.34 0.58
H -0.839446 -0.422043 -7.191981 0.27 0.16 0.14
H 0.944813 -0.432741 -7.194265 -0.26 0.16 0.15
O 0.074572 2.106705 -5.582176 -0.03 -3.49 -0.07
I 0.051503 -0.337683 -3.879946 0.00 -0.57 0.42
Yb 0.078909 -1.031972 0.183581 -0.30 1.99 2.48
P 2.490456 0.268380 0.516076 1.10 -1.38 -0.95
C 3.543443 1.462512 1.365479 -0.45 0.49 0.36
C 3.117066 -1.329209 1.189615 0.02 0.22 0.33
H 4.213484 -1.316870 1.052634 -0.47 -0.31 0.02
H 4.306189 -0.006639 -1.091724 -0.41 0.02 -0.11
H 2.689570 -2.204184 0.649633 0.31 0.22 0.34
H 2.736775 -0.648921 -1.728164 0.30 0.40 0.01
H 3.297252 1.441072 2.432752 0.09 0.21 -0.15
H 2.880933 -1.378623 2.266893 0.06 -0.26 -0.48
C 3.219964 0.167692 -1.159797 -0.07 0.34 0.03
H 4.610528 1.227010 1.234108 -0.43 -0.13 -0.12
H 3.027486 1.136233 -1.646444 0.11 -0.45 -0.18
H 3.334777 2.452915 0.949566 0.11 -0.03 0.24
P -2.370559 0.287532 0.507640 -1.15 -1.60 -0.82
C -3.382002 1.508579 1.377865 0.60 0.49 0.36
C -3.110229 0.224384 -1.160593 0.07 0.29 -0.01
H -2.643948 -2.172664 0.665639 -0.31 0.22 0.34
H -4.161605 -1.245496 0.989368 0.46 -0.28 0.10
H -2.886827 -1.322847 2.263982 -0.09 -0.25 -0.49
C -3.073071 -1.282776 1.176015 0.03 0.20 0.26
H -2.643459 -0.597857 -1.732736 -0.30 0.40 -0.02
H -4.198797 0.070409 -1.093046 0.38 0.04 -0.11
H -4.455800 1.294682 1.270352 0.41 -0.14 -0.16
H -3.158774 2.495776 0.960829 -0.13 -0.03 0.23
H -2.898368 1.192213 -1.637577 -0.11 -0.41 -0.21
H -3.107139 1.474086 2.438403 -0.08 0.20 -0.16
C -0.013885 1.752968 1.639526 0.83 3.77 1.82
O 0.149977 2.757087 2.186860 -0.56 -3.26 -1.83
Cl -0.919797 -1.234396 6.050005 0.19 -0.28 -0.40
C -0.234163 -1.790124 4.534685 -0.11 0.92 -0.48
Cl 1.516285 -2.083254 4.690910 -0.22 -0.08 0.07
Cl -1.073599 -3.232331 3.917325 0.07 -0.03 0.24
C -0.400660 -0.686257 3.404464 -1.75 2.32 2.52
O -0.930109 0.419044 3.657475 1.54 -3.33 -1.22
O 0.037758 -1.091903 2.256853 0.25 -0.29 -2.36
```
Positions in Å, forces in eV/Å.



# 2
# C2HF3N

2 unconnected molecules or ions with the total composition C2HF3N (the ωB97M-V functional and the def2-TZVPD basis, the Open Molecules 2025 dataset).

Values from the calculation:
E_tot (Ha): -430.673742
F_max (eV/Å): 6.92
HOMO (alpha / beta) (Ha): -0.638 / -0.638
Energy above the lowest of the compared OMol25 structures with the same formula, charge and spin (kJ/mol): 359.5
Total charge: +1
Frontier orbital gap (alpha / beta) (eV): 9.26 / 9.26

Geometry as XYZ:
```
7
Properties=species:S:1:pos:R:3:forces:R:3
C 1.586832 -0.051885 -0.208840 -6.45 1.24 2.17
C -0.844411 0.353437 0.074253 -3.19 -5.06 2.67
N 0.509119 0.182042 0.137614 3.55 -0.24 -0.99
F -0.996777 -1.639385 0.362120 0.47 4.21 -0.89
F -1.507797 0.711727 1.127947 1.44 0.18 -1.84
F -1.290190 0.610259 -1.066229 -0.23 0.41 -0.06
H 2.543222 -0.166195 -0.426862 4.41 -0.75 -1.05
```
Positions in Å, forces in eV/Å.